(1)
{"formula": "C10H22", "method": "ωB97M-V with the def2-TZVPD basis set", "symbols": ["C", "C", "C", "C", "C", "C", "C", "C", "C", "C", "H", "H", "H", "H", "H", "H", "H", "H", "H", "H", "H", "H", "H", "H", "H", "H", "H", "H", "H", "H", "H", "H"], "xyz": [[-4.338, 1.316, 0.212], [-3.763, 0.236, 1.066], [-3.933, -1.213, 0.509], [-4.443, -0.880, -0.787], [-3.951, 0.573, -1.127], [3.558, 0.042, -0.046], [5.039, 0.157, -0.365], [3.407, -0.688, 1.356], [3.030, -0.939, -0.973], [3.069, 1.364, -0.004], [-5.514, 1.346, 0.301], [-3.871, 2.384, 0.570], [-4.308, -0.087, 2.106], [-2.849, 0.651, 1.406], [-4.645, -1.744, 1.195], [-3.128, -1.771, 0.372], [-5.478, -1.232, -0.849], [-4.167, -1.526, -1.658], [-4.393, 1.413, -1.739], [-2.877, 0.645, -1.265], [5.544, 0.682, 0.381], [5.432, -0.875, -0.782], [5.159, 0.763, -1.375], [2.338, -0.966, 1.626], [3.785, -1.669, 0.890], [3.891, -0.318, 2.303], [1.895, -0.985, -0.673], [3.553, -1.842, -0.977], [2.915, -0.672, -2.097], [3.125, 1.964, -0.848], [2.026, 1.612, 0.774], [3.891, 2.258, 0.498]], "forces_ev_per_a": [[-1.05, 0.23, 1.19], [-1.86, -1.91, 6.16], [-2.09, 2.51, 2.27], [-1.64, -0.48, -5.75], [-2.09, 3.14, 0.75], [2.89, -1.32, 2.65], [0.30, -1.41, -4.75], [-0.30, -2.03, -1.02], [-5.68, 1.29, -3.31], [-1.98, 6.60, 5.30], [2.28, 0.24, -0.38], [-1.16, -2.59, -1.49], [1.01, 2.24, -1.68], [1.58, -0.63, 0.12], [0.62, 0.23, -1.04], [4.05, -2.25, 0.18], [-0.70, 1.70, 0.05], [0.89, 0.14, 0.75], [0.00, -2.12, -1.13], [0.18, -0.45, -0.01], [1.37, 0.30, 1.20], [-0.17, 1.85, 1.71], [-0.36, -0.74, 1.98], [1.01, 0.80, -0.54], [0.08, 0.74, 2.38], [-0.02, -0.25, -1.41], [1.86, -0.93, -0.62], [0.43, -1.59, 0.36], [0.65, 0.21, 1.75], [-1.18, 0.43, -2.47], [2.94, -0.90, -2.87], [-1.85, -3.06, -0.33]], "mulliken_charge": [-0.486, -0.560, -0.628, -0.642, -0.615, 1.817, -1.573, -1.193, -1.624, -1.525, 0.241, 0.274, 0.171, 0.359, 0.324, 0.311, 0.275, 0.368, 0.352, 0.256, 0.494, 0.279, 0.330, 0.336, 0.325, 0.290, 0.273, 0.535, 0.311, 0.491, 0.171, 0.264], "spin_multiplicity": 1, "e_lumo_ha": 0.0232, "relative_energy_ev": 6.815, "smiles": "CC(C)(C)C.C1CCCC1", "homo_ev": -9.8743, "total_charge": 0, "mol_weight_g_mol": 142.29}

***

(2)
{"formula": "C10H22AlBr2OS2", "method": "ωB97M-V with the def2-TZVPD basis set", "symbols": ["C", "C", "S", "C", "Al", "C", "C", "O", "C", "C", "C", "S", "H", "H", "H", "H", "H", "H", "H", "H", "H", "H", "H", "H", "H", "H", "H", "H", "H", "H", "Br", "C", "C", "Br", "H", "H", "H", "H"], "xyz": [[4.527, -0.510, 0.590], [4.222, -0.417, 2.107], [2.433, -0.094, 2.357], [2.183, 1.602, 1.772], [0.174, 1.936, 1.607], [-0.313, 2.040, -0.390], [-0.497, 0.755, -1.046], [-1.500, 0.060, -0.879], [-0.965, 0.664, 2.696], [-2.430, 0.523, 2.220], [-3.040, -0.876, 2.314], [-1.955, -2.176, 1.625], [4.894, 0.451, 0.239], [5.240, -1.319, 0.417], [3.608, -0.762, 0.065], [4.759, 0.428, 2.535], [4.430, -1.353, 2.618], [2.573, 2.247, 2.563], [2.729, 1.785, 0.844], [-0.104, 3.421, 2.215], [0.560, 2.498, -0.875], [-1.145, 2.715, -0.596], [0.263, 0.377, -1.748], [-0.996, 1.111, 3.696], [-0.454, -0.293, 2.816], [-3.042, 1.155, 2.871], [-2.571, 0.925, 1.217], [-3.308, -1.155, 3.332], [-3.949, -0.879, 1.711], [-2.607, -3.299, 1.968], [-1.446, -0.911, -2.914], [-1.108, -1.689, -4.699], [-2.087, -1.194, -5.733], [-3.827, -2.057, -5.554], [-1.132, -2.770, -4.590], [-0.098, -1.373, -4.963], [-1.757, -1.439, -6.742], [-2.261, -0.124, -5.664]], "forces_ev_per_a": [[-0.07, -0.29, 0.82], [-0.88, 0.55, -0.88], [0.08, -0.13, 0.00], [-0.02, -0.46, 0.46], [-0.20, 0.19, 0.56], [0.98, -0.08, -1.05], [-0.86, 0.66, 1.30], [0.27, 0.80, 0.83], [0.09, 0.36, -0.18], [0.45, 0.03, 0.41], [-0.55, -0.31, -0.39], [0.50, 0.01, -0.25], [0.15, -0.11, -0.26], [0.25, 0.24, -0.24], [0.00, 0.02, -0.13], [0.23, -0.24, 0.29], [0.13, 0.05, 0.14], [0.07, 0.24, -0.18], [-0.03, -0.04, -0.06], [0.04, 0.17, -0.15], [0.05, 0.16, 0.25], [-0.33, -0.22, 0.45], [0.35, 0.09, 0.29], [0.21, -0.07, 0.07], [-0.17, -0.14, -0.09], [-0.14, 0.00, -0.07], [0.02, -0.29, -0.16], [0.17, 0.12, 0.12], [-0.11, -0.06, 0.13], [-0.27, 0.30, 0.17], [-0.26, -1.65, -2.28], [-0.17, 0.29, 0.44], [0.13, -0.22, -0.20], [-0.03, 0.07, 0.01], [-0.01, -0.01, -0.14], [-0.03, -0.02, -0.10], [-0.03, 0.00, 0.00], [-0.02, -0.01, 0.08]], "mulliken_charge": [-1.002, -0.393, -0.180, -0.756, 0.062, -0.836, 0.106, -0.654, -0.651, -0.545, -0.692, -0.221, 0.278, 0.336, 0.242, 0.274, 0.292, 0.349, 0.339, -0.364, 0.307, 0.328, 0.342, 0.310, 0.383, 0.363, 0.126, 0.375, 0.357, 0.051, 0.168, -0.726, -0.559, -0.180, 0.351, 0.313, 0.346, 0.358], "spin_multiplicity": 1, "e_lumo_ha": 0.0951, "relative_energy_ev": 0.549, "homo_ev": -4.8969, "total_charge": -1, "mol_weight_g_mol": 409.21}

***

(3)
{"formula": "C10H22B2F4N6O6PTe4Ti", "method": "ωB97M-V with the def2-TZVPD basis set", "symbols": ["Ti", "C", "C", "N", "O", "B", "F", "F", "O", "N", "C", "C", "C", "N", "O", "B", "F", "F", "O", "N", "C", "C", "C", "H", "H", "H", "H", "H", "H", "H", "H", "H", "H", "H", "H", "Te", "Te", "Te", "Te", "N", "C", "P", "O", "O", "C", "N", "H", "H", "H", "H", "H", "H", "H", "H", "H", "H"], "xyz": [[-0.062, -0.655, -0.028], [-1.053, -0.404, -4.168], [-1.009, -0.358, -2.681], [0.073, -0.617, -1.930], [1.290, -1.002, -2.469], [2.164, -1.484, -1.349], [3.194, -2.176, -1.832], [1.215, -2.304, -0.494], [2.644, -0.403, -0.444], [1.694, -0.140, 0.575], [1.973, -0.330, 1.873], [3.364, -0.334, 2.417], [0.793, -0.501, 2.648], [-0.255, -0.709, 1.870], [-1.518, -0.884, 2.392], [-2.437, -1.098, 1.291], [-1.775, -2.032, 0.340], [-3.646, -1.508, 1.703], [-2.638, 0.179, 0.473], [-1.684, 0.209, -0.570], [-2.082, 0.029, -1.843], [-3.477, 0.216, -2.331], [0.697, -0.475, 4.136], [-0.093, -0.740, -4.556], [-1.274, 0.585, -4.575], [-1.827, -1.090, -4.510], [4.066, -0.606, 1.627], [3.451, -1.050, 3.233], [3.647, 0.653, 2.796], [-4.163, 0.257, -1.487], [-3.756, -0.614, -2.977], [-3.552, 1.140, -2.906], [1.554, 0.014, 4.591], [0.625, -1.491, 4.525], [-0.226, 0.038, 4.409], [2.590, 1.451, -2.796], [1.679, 2.332, -5.100], [-1.081, 3.387, -2.227], [0.665, 1.860, -0.995], [-3.951, 2.170, 1.697], [-2.922, 3.164, 1.341], [-1.422, 2.575, 2.288], [-1.917, 1.939, 3.520], [-0.390, 1.857, 1.437], [-0.416, 4.133, 2.700], [0.896, 3.514, 2.979], [-3.764, 1.906, 2.688], [-3.749, 1.302, 1.138], [-4.918, 2.483, 1.574], [-3.201, 4.151, 1.711], [-2.755, 3.215, 0.258], [-0.793, 4.662, 3.570], [-0.334, 4.808, 1.848], [0.904, 2.720, 2.272], [0.884, 3.081, 3.911], [1.704, 4.139, 2.888]], "forces_ev_per_a": [[0.13, -2.58, 0.17], [0.10, -0.05, -0.03], [1.14, -0.09, -0.16], [0.15, -0.49, -3.53], [-1.64, -0.40, 0.26], [-0.17, -0.59, 0.16], [0.00, -0.05, -0.09], [0.17, 0.61, -0.25], [-0.38, 0.19, 1.12], [1.69, -0.77, 1.22], [0.63, 0.47, -0.89], [-0.06, -0.16, -0.16], [-0.61, -0.15, 0.39], [-0.45, -0.28, 2.08], [0.81, -0.12, 0.46], [-0.13, -0.19, -0.44], [0.14, 0.65, 0.41], [-0.12, -0.04, 0.20], [0.25, -0.10, -0.91], [-2.19, 0.10, -0.89], [-0.28, 0.67, 1.01], [0.00, -0.10, 0.17], [-0.21, -0.01, -0.20], [-0.05, 0.02, 0.00], [0.05, -0.05, 0.07], [-0.06, -0.08, 0.01], [-0.05, 0.04, 0.06], [0.02, 0.03, 0.01], [-0.03, -0.04, -0.03], [-0.01, -0.01, -0.08], [-0.06, -0.04, -0.01], [0.02, -0.06, 0.03], [0.08, 0.00, 0.01], [0.03, -0.02, 0.05], [0.01, 0.04, 0.07], [0.93, 0.96, -1.45], [0.13, -0.13, 0.45], [0.02, -0.41, 0.04], [0.34, 2.52, 0.02], [-0.39, -0.60, 0.27], [0.89, 0.21, 0.07], [0.86, 0.82, -1.17], [-0.65, -0.06, 0.73], [-0.66, 0.81, 0.75], [-1.14, -0.22, -0.13], [0.55, -0.31, 0.09], [-0.22, 0.01, -0.17], [-0.14, 0.33, 0.09], [0.26, -0.07, 0.00], [-0.08, -0.08, 0.02], [0.00, -0.13, 0.18], [0.07, 0.04, 0.06], [0.07, -0.13, -0.01], [0.30, 0.13, 0.05], [0.16, 0.18, -0.24], [-0.26, -0.21, 0.04]], "mulliken_charge": [-1.552, -1.675, 0.468, 1.099, -0.535, 0.342, -0.263, -0.196, -0.489, 1.065, -0.040, -1.661, 0.922, 1.024, -0.636, 0.100, -0.199, -0.259, 0.049, 0.492, 0.439, -1.750, -1.741, 0.353, 0.251, 0.432, 0.390, 0.443, 0.280, 0.338, 0.437, 0.275, 0.456, 0.334, 0.382, 0.054, -0.107, -0.486, 0.398, -0.135, -0.596, 0.969, -0.968, 0.039, -0.752, -0.140, 0.402, 0.245, 0.413, 0.513, 0.060, 0.457, 0.377, 0.088, 0.392, 0.400], "spin_multiplicity": 3, "e_lumo_ha": [-0.1437, -0.1589], "homo_ev": [-9.6455, -9.8558], "total_charge": 1, "mol_weight_g_mol": 1009.18}

***

(4)
{"formula": "C10H22BaBrGaO4P", "method": "ωB97M-V with the def2-TZVPD basis set", "symbols": ["C", "C", "O", "C", "C", "Ga", "C", "C", "C", "C", "O", "C", "C", "O", "P", "O", "Br", "H", "H", "H", "H", "H", "H", "H", "H", "H", "H", "H", "H", "H", "H", "H", "H", "H", "H", "H", "H", "H", "H", "Ba"], "xyz": [[-0.999, 4.018, -2.959], [-0.794, 2.420, -3.265], [-1.303, 1.578, -2.132], [-0.627, 0.287, -2.340], [-1.399, -1.014, -1.710], [-2.398, -0.673, 0.067], [-1.509, -1.957, 1.484], [0.142, -1.763, 1.492], [0.649, -0.626, 2.572], [2.272, -0.659, 2.868], [3.073, -1.240, 1.780], [4.529, -1.121, 2.074], [5.724, -1.564, 1.018], [4.967, -0.606, 3.257], [-4.692, -1.202, -0.031], [-5.680, 0.268, -0.126], [-5.405, -2.215, 1.892], [-0.515, 4.656, -3.844], [-0.454, 4.233, -1.920], [-2.149, 4.258, -2.877], [-1.443, 2.129, -4.200], [0.372, 2.246, -3.440], [-0.567, 0.114, -3.514], [0.461, 0.377, -1.919], [-2.118, -1.506, -2.519], [-0.556, -1.837, -1.517], [-2.269, 0.810, 0.648], [-1.719, -3.049, 1.053], [-1.995, -1.859, 2.546], [0.483, -1.407, 0.410], [0.588, -2.838, 1.683], [0.028, -0.637, 3.579], [0.441, 0.429, 2.053], [2.514, -1.254, 3.874], [2.581, 0.465, 3.103], [6.659, -0.866, 1.237], [5.370, -1.327, -0.086], [6.055, -2.696, 1.141], [-5.184, 0.912, 0.470], [-3.135, 4.715, -1.898]], "forces_ev_per_a": [[1.96, -1.31, -1.60], [-0.36, -0.37, 0.21], [1.26, 1.72, -2.28], [0.48, -2.56, -0.75], [0.77, -0.31, -1.53], [1.47, -0.85, 1.42], [0.49, -0.83, -0.32], [-0.65, -0.24, 0.07], [0.27, 0.31, -1.35], [-0.76, 0.78, 2.50], [3.67, 0.98, 1.18], [1.62, 2.26, 5.51], [-0.67, 0.63, -0.45], [-3.24, -3.16, -7.38], [-2.18, 0.46, -0.73], [2.60, -0.25, 1.42], [0.48, 0.64, -0.45], [-1.14, -1.28, 1.98], [-1.46, -0.05, -1.76], [12.05, -4.52, -8.69], [1.59, 0.64, 1.46], [-2.56, 0.40, 0.27], [0.04, 0.43, 2.27], [-1.98, -0.11, -0.69], [1.53, 1.24, 1.52], [-1.78, 1.87, -0.35], [-0.21, 0.77, -0.18], [0.40, 2.16, 1.18], [1.08, -0.32, -1.96], [-0.52, -0.85, 2.31], [-0.49, 2.37, -0.21], [1.51, -0.19, -2.05], [0.27, -2.22, 1.16], [-0.59, 1.17, -2.33], [-0.31, -2.47, -0.71], [-2.26, -1.57, -0.18], [0.69, -0.81, 2.29], [-1.02, 2.47, -0.21], [-1.06, -0.96, -0.91], [-11.00, 3.92, 10.32]], "mulliken_charge": [-0.925, -0.382, -0.202, -0.467, -0.785, -0.181, -0.709, -0.233, -0.450, -0.362, -0.243, 0.535, -0.806, -0.526, 0.310, -0.508, -0.262, 0.440, 0.473, -0.032, 0.361, 0.346, 0.325, 0.247, 0.436, 0.331, -0.245, 0.237, 0.338, 0.008, 0.323, 0.295, 0.118, 0.265, 0.277, 0.281, 0.258, 0.252, 0.298, 1.561], "spin_multiplicity": 1, "e_lumo_ha": -0.2327, "homo_ev": -8.6217, "total_charge": 1, "mol_weight_g_mol": 524.21}

***

(5)
{"formula": "C10H22ClMgN2O4", "method": "ωB97M-V with the def2-TZVPD basis set", "symbols": ["Mg", "Cl", "C", "O", "N", "C", "C", "H", "H", "H", "H", "H", "H", "H", "C", "O", "N", "C", "C", "H", "H", "H", "H", "H", "H", "H", "O", "C", "O", "C", "C", "C", "H", "H", "H", "H", "H", "H", "H", "H"], "xyz": [[-0.574, 4.856, 1.985], [-0.067, 1.591, 0.049], [-0.441, 7.921, -3.059], [-0.502, 7.136, -2.116], [-0.955, 7.688, -4.274], [-1.528, 6.407, -4.812], [-1.107, 8.762, -5.319], [0.013, 8.922, -3.005], [-1.369, 5.616, -4.078], [-1.013, 6.272, -5.763], [-2.572, 6.635, -5.026], [-0.632, 8.524, -6.270], [-2.148, 8.845, -5.632], [-0.710, 9.728, -5.007], [-6.157, -5.177, -0.755], [-7.220, -5.752, -0.819], [-5.738, -4.438, 0.318], [-4.326, -4.021, 0.479], [-6.562, -4.257, 1.560], [-5.316, -5.284, -1.458], [-4.154, -2.955, 0.331], [-3.608, -4.560, -0.140], [-4.045, -4.161, 1.523], [-6.473, -3.287, 2.048], [-7.629, -4.450, 1.449], [-6.100, -4.940, 2.273], [6.480, -4.834, 3.258], [6.652, -3.684, 3.632], [6.050, -2.511, 3.253], [5.031, -2.592, 2.286], [3.754, -3.350, 2.644], [7.888, -3.427, 4.563], [5.372, -2.803, 1.272], [4.862, -1.516, 2.245], [4.061, -4.364, 2.389], [2.930, -3.037, 2.003], [3.437, -3.301, 3.686], [8.435, -2.560, 4.193], [8.531, -4.307, 4.537], [7.449, -3.333, 5.557]], "forces_ev_per_a": [[0.24, -1.28, -1.10], [-0.22, 1.39, 0.87], [-0.67, -0.45, -0.10], [0.35, 0.15, -0.02], [-0.51, 0.52, -2.32], [0.68, 1.68, 0.93], [0.30, -0.49, 0.45], [0.01, -0.04, 0.23], [-0.16, 0.00, -0.33], [-0.02, -0.55, 0.13], [-0.13, -0.52, 0.15], [0.56, -0.43, 0.23], [-0.24, 0.19, 0.59], [-0.17, -0.15, 0.28], [0.45, -0.33, 1.47], [0.01, 0.37, -0.43], [0.03, 1.12, 0.71], [-0.57, 0.14, 0.33], [0.85, -0.63, -0.36], [-0.26, -0.01, -0.46], [-0.33, 0.17, -0.36], [-0.37, -0.20, -0.11], [0.03, -0.41, 0.04], [0.28, 0.38, -0.66], [0.33, -0.31, -0.45], [-0.47, -0.29, 0.27], [-1.30, 2.20, -0.15], [2.78, -1.15, 0.13], [1.05, -2.69, 0.92], [-1.42, 2.55, -0.28], [1.12, -0.71, -0.50], [-1.53, -0.10, -0.84], [0.40, -0.74, 0.23], [-0.75, 0.15, -0.38], [-0.82, -0.37, 0.33], [0.11, 0.02, -0.04], [0.27, 0.18, -0.03], [-0.14, 0.14, 0.49], [-0.25, 0.07, -0.05], [0.49, 0.44, 0.18]], "mulliken_charge": [1.259, -0.255, 0.224, -0.665, 0.040, -0.831, -0.847, 0.263, 0.286, 0.293, 0.309, 0.327, 0.310, 0.287, 0.173, -0.557, 0.049, -0.903, -0.934, 0.267, 0.267, 0.351, 0.304, 0.328, 0.293, 0.362, -0.524, 0.654, -0.312, -0.292, -1.006, -0.916, 0.318, 0.299, 0.285, 0.343, 0.297, 0.295, 0.306, 0.253], "spin_multiplicity": 1, "e_lumo_ha": -0.3394, "relative_energy_ev": 0.034, "homo_ev": -10.5285, "total_charge": 1, "mol_weight_g_mol": 294.05}